Record 1
{
  "formula": "C4H5N3O2",
  "method": "ωB97M-V/def2-TZVPD",
  "e_above_lowest_kj_mol": 494.8,
  "charge": 0,
  "max_force_ev_per_a": 3.5,
  "total_energy_ev": -12790.7463,
  "e_homo_ev": -9.827,
  "species": ["C", "C", "C", "C", "N", "N", "N", "O", "O", "H", "H", "H", "H", "H"],
  "coordinates": [[-1.539, -0.659, 1.182], [-1.906, -1.040, -0.174], [1.451, 0.722, -0.172], [1.956, 0.375, 1.114], [-0.963, -0.325, 2.127], [-1.727, -0.076, -1.115], [1.302, 0.816, -1.304], [0.786, 1.067, -2.359], [-2.362, -2.153, -0.431], [1.521, -0.611, 1.284], [1.732, 1.098, 1.787], [2.984, 0.291, 0.979], [-1.290, 0.736, -0.783], [-1.947, -0.237, -2.135]]
}

Record 2
{
  "formula": "C25H32BrN5O3S3W",
  "method": "ωB97M-V/def2-TZVPD",
  "e_above_lowest_kj_mol": 117.1,
  "charge": 2,
  "multiplicity": 3,
  "max_force_ev_per_a": 1.9,
  "total_energy_ev": -144396.3119,
  "e_homo_ev": [-12.932, -12.966],
  "species": ["W", "Br", "C", "C", "C", "C", "C", "C", "C", "C", "C", "C", "H", "H", "H", "H", "H", "H", "C", "S", "C", "O", "H", "H", "H", "H", "H", "H", "C", "C", "C", "C", "N", "N", "H", "H", "H", "H", "H", "H", "H", "H", "H", "H", "H", "H", "N", "C", "C", "C", "C", "C", "C", "S", "O", "O", "N", "C", "S", "C", "C", "N", "H", "H", "H", "H", "H", "H", "H", "H"],
  "coordinates": [[-0.609, 0.322, -0.107], [-1.624, 2.853, -0.049], [-2.284, 2.787, 1.813], [-2.866, 3.892, 2.363], [-3.331, 3.809, 3.685], [-3.225, 2.633, 4.376], [-2.621, 1.495, 3.799], [-2.501, 0.288, 4.517], [-1.855, -0.782, 3.960], [-1.329, -0.699, 2.663], [-1.431, 0.442, 1.876], [-2.096, 1.559, 2.472], [-2.957, 4.807, 1.803], [-3.769, 4.684, 4.138], [-3.583, 2.561, 5.391], [-2.934, 0.223, 5.502], [-1.748, -1.700, 4.514], [-0.840, -1.581, 2.251], [-3.604, -0.549, -3.558], [-3.209, 0.697, -2.305], [-3.175, 2.135, -3.416], [-1.722, 0.457, -2.023], [-2.745, -0.685, -4.209], [-4.471, -0.227, -4.126], [-3.835, -1.483, -3.057], [-4.180, 2.300, -3.787], [-2.486, 1.952, -4.235], [-2.859, 3.006, -2.852], [1.866, 3.120, -1.324], [2.258, 2.443, -0.012], [1.903, 3.326, 1.185], [3.751, 2.107, -0.014], [1.458, 1.176, 0.031], [1.531, 0.384, 1.238], [2.595, 3.883, -1.575], [0.897, 3.602, -1.244], [1.832, 2.401, -2.140], [2.425, 3.007, 2.086], [0.829, 3.334, 1.366], [2.214, 4.346, 0.975], [4.327, 3.026, 0.048], [4.032, 1.593, -0.931], [4.033, 1.487, 0.836], [1.820, 0.597, -0.753], [1.543, 1.011, 2.052], [2.359, -0.218, 1.274], [5.655, -4.979, -0.619], [4.547, -4.267, -0.886], [3.291, -4.899, -0.975], [2.161, -4.174, -1.270], [2.254, -2.802, -1.467], [3.474, -2.152, -1.348], [4.609, -2.871, -1.058], [0.804, -1.899, -1.865], [-0.005, -2.516, -2.861], [1.142, -0.479, -2.066], [-0.092, -1.765, -0.439], [-1.348, -2.278, -0.497], [-1.860, -3.845, -0.964], [-3.493, -3.328, -0.717], [-3.549, -2.036, -0.320], [-2.328, -1.435, -0.199], [5.619, -5.984, -0.586], [6.561, -4.548, -0.657], [3.223, -5.965, -0.827], [1.202, -4.657, -1.369], [3.526, -1.090, -1.527], [5.564, -2.374, -0.980], [-4.305, -4.003, -0.885], [-4.439, -1.474, -0.114]]
}

Record 3
{
  "formula": "C3H2ClN3O",
  "method": "ωB97M-V/def2-TZVPD",
  "e_above_lowest_kj_mol": 36.6,
  "charge": 0,
  "max_force_ev_per_a": 3.0,
  "total_energy_ev": -22182.3664,
  "e_homo_ev": -10.349,
  "species": ["C", "C", "C", "H", "H", "N", "N", "N", "O", "Cl"],
  "coordinates": [[-0.858, -1.208, 0.257], [-0.036, 0.935, 0.597], [0.803, -0.356, -1.132], [0.722, 2.551, 0.923], [1.347, -0.534, -2.000], [-1.028, -0.102, 0.846], [0.061, 1.948, 1.397], [0.779, 0.821, -0.642], [0.194, -1.520, -0.604], [-1.984, -2.535, 0.359]]
}

Record 4
{
  "formula": "C5H11N2",
  "method": "ωB97M-V/def2-TZVPD",
  "e_above_lowest_kj_mol": 141.7,
  "charge": 0,
  "multiplicity": 2,
  "max_force_ev_per_a": 2.3,
  "total_energy_ev": -8339.2760,
  "e_homo_ev": [-4.084, -7.035],
  "species": ["C", "C", "C", "C", "C", "N", "N", "H", "H", "H", "H", "H", "H", "H", "H", "H", "H", "H"],
  "coordinates": [[1.226, 0.831, 0.965], [0.551, 1.036, -0.338], [-0.779, 0.367, -0.517], [-1.937, 1.075, -0.629], [-1.315, -1.978, -0.861], [-0.576, -0.965, -0.488], [1.692, -0.593, 1.044], [2.065, 1.519, 1.013], [0.511, 1.043, 1.751], [1.095, 0.698, -1.217], [0.396, 2.087, -0.549], [-2.189, 2.091, -0.336], [-2.830, 0.463, -0.703], [-2.322, -1.932, -1.269], [-0.941, -3.004, -0.904], [2.667, -0.595, 0.744], [1.553, -1.010, 1.945], [1.133, -1.131, 0.349]]
}

Record 5
{
  "formula": "C3H13N3O2",
  "method": "ωB97M-V/def2-TZVPD",
  "e_above_lowest_kj_mol": 227.2,
  "charge": 0,
  "max_force_ev_per_a": 3.9,
  "total_energy_ev": -11885.3704,
  "e_homo_ev": -8.548,
  "species": ["C", "C", "N", "C", "N", "N", "H", "H", "H", "H", "H", "H", "H", "H", "H", "H", "H", "O", "H", "H", "O"],
  "coordinates": [[0.033, 1.718, -1.471], [0.231, 1.616, 0.107], [-0.008, 0.210, 0.599], [0.371, -0.748, -0.445], [1.741, -0.860, -0.673], [-0.531, -1.550, -0.981], [-0.971, 1.665, -1.796], [0.681, 2.396, -2.000], [0.439, 0.818, -1.950], [-0.613, 2.153, 0.539], [1.195, 2.071, 0.465], [-1.006, -0.056, 0.673], [2.390, -0.447, 0.060], [1.961, -1.801, -0.815], [-0.580, -2.465, -1.577], [1.726, -2.686, 2.111], [2.661, -1.751, 2.675], [2.134, -1.846, 1.948], [-3.876, 0.196, 1.528], [-4.023, 1.158, 0.427], [-3.954, 0.209, 0.578]]
}

Record 6
{
  "formula": "C11H20N2",
  "method": "ωB97M-V/def2-TZVPD",
  "e_above_lowest_kj_mol": 280.5,
  "charge": 0,
  "max_force_ev_per_a": 6.2,
  "total_energy_ev": -14706.2007,
  "e_homo_ev": [-6.943, -6.944],
  "species": ["C", "C", "C", "C", "C", "C", "C", "C", "C", "C", "C", "N", "N", "H", "H", "H", "H", "H", "H", "H", "H", "H", "H", "H", "H", "H", "H", "H", "H", "H", "H", "H", "H"],
  "coordinates": [[-2.525, -0.674, -1.194], [-2.766, 0.620, 1.072], [-2.482, -0.801, 1.421], [-2.128, -0.198, 0.028], [2.620, 0.782, 0.146], [0.355, 2.032, -0.368], [0.981, 1.235, 1.964], [1.035, -0.645, -2.187], [0.164, -2.576, -0.987], [0.438, -0.474, 0.275], [1.068, 0.931, 0.458], [-2.557, -1.133, -2.269], [0.696, -1.250, -0.809], [-3.753, 1.038, 0.918], [-2.182, 1.459, 1.673], [-1.605, -1.044, 1.947], [-3.260, -1.540, 1.665], [2.978, 1.316, -0.675], [3.220, 1.200, 1.026], [2.776, -0.247, -0.090], [0.623, 2.117, -1.424], [0.637, 3.078, -0.031], [-0.724, 1.813, -0.219], [1.537, 2.129, 2.269], [1.448, 0.431, 2.479], [-0.034, 1.257, 2.178], [1.592, -1.392, -2.805], [0.077, -0.277, -2.600], [1.570, 0.253, -1.935], [0.341, -3.172, -0.103], [-0.929, -2.434, -1.128], [0.650, -3.014, -1.852], [0.138, -0.820, 1.158]]
}

Repeat the first record exactly.
{
  "formula": "C4H5N3O2",
  "method": "ωB97M-V/def2-TZVPD",
  "e_above_lowest_kj_mol": 494.8,
  "charge": 0,
  "max_force_ev_per_a": 3.5,
  "total_energy_ev": -12790.7463,
  "e_homo_ev": -9.827,
  "species": ["C", "C", "C", "C", "N", "N", "N", "O", "O", "H", "H", "H", "H", "H"],
  "coordinates": [[-1.539, -0.659, 1.182], [-1.906, -1.040, -0.174], [1.451, 0.722, -0.172], [1.956, 0.375, 1.114], [-0.963, -0.325, 2.127], [-1.727, -0.076, -1.115], [1.302, 0.816, -1.304], [0.786, 1.067, -2.359], [-2.362, -2.153, -0.431], [1.521, -0.611, 1.284], [1.732, 1.098, 1.787], [2.984, 0.291, 0.979], [-1.290, 0.736, -0.783], [-1.947, -0.237, -2.135]]
}